179
Properties=species:S:1:pos:R:3:forces:R:3 method="wB97M-V/def2-TZVPD" fmax_ev_per_a=3.13 homo_ev=-7.669 spin_multiplicity=1 lumo_ha=0.0058 energy_ev=-797590.008 orbital_gap_ha=0.2876
Cl -2.160459 6.967265 -5.272999 0.201 0.467 0.097
H -7.685594 1.921359 1.189404 0.193 -0.398 0.493
H -8.653284 0.784253 -0.768819 0.359 -0.494 -0.029
Cl -5.331377 5.460019 -6.465202 -0.018 -0.049 -0.012
N 1.262763 -2.278672 -1.209617 -0.373 0.787 -1.143
H 5.767327 2.116254 -7.114212 -0.598 -0.464 -0.009
H -6.186297 -0.450207 1.522717 -0.551 0.064 0.303
Cl 1.488613 -5.385370 8.193497 0.039 0.416 0.088
Cl 4.123233 7.776545 9.568055 0.051 0.040 -0.027
H -6.998593 0.095311 -0.787650 -0.506 0.077 0.332
Cl -5.692286 8.238745 3.949712 -0.747 0.428 -0.402
C 3.058089 -1.741300 -4.536249 -0.312 -0.444 0.706
N 3.764055 -0.639841 -5.151800 -0.449 -1.493 -0.001
H -8.301047 -1.711561 0.895415 -0.226 0.517 0.172
H -5.484673 -0.019632 -9.383324 0.058 0.052 0.008
H -5.651602 2.411953 3.250051 0.347 -0.536 -0.414
C 4.444992 0.654337 6.966481 -0.086 -0.190 -0.034
H 6.528911 -5.197287 -6.441096 0.014 -0.050 0.057
Cl -0.723412 5.583458 4.546706 -0.031 0.062 -0.014
H -3.475732 -1.009296 -2.787409 0.140 0.694 0.044
H 4.951914 -1.411749 -6.790656 0.172 -0.149 0.756
C -1.900663 6.873083 4.284120 0.034 -0.192 0.062
C -0.418786 0.173830 -5.297754 -0.465 0.380 0.068
C 5.057454 1.413854 -6.627488 0.517 0.121 0.506
Cl 9.525430 -7.075266 -1.565269 -0.041 -0.006 -0.079
H 8.983445 -7.655257 -3.768914 0.063 0.018 0.048
Cl 5.724419 0.165320 5.854514 -0.057 0.016 0.090
C -2.818055 0.341262 0.160521 0.020 -0.507 -0.127
H -3.766289 3.872830 -0.459078 0.419 0.106 0.527
Cl 7.405243 4.857462 9.546326 0.071 -0.172 -0.047
H 4.892042 1.237866 7.769532 -0.227 -0.440 -0.188
H -5.542345 1.241571 -2.297798 0.166 -0.721 -0.089
H -7.673859 -2.061710 -1.530824 -0.510 0.382 -0.227
H 4.042205 -8.957065 -0.980193 0.025 -0.040 -0.057
N 3.239349 -3.290940 -6.492341 -0.881 0.996 -0.061
C 0.444237 -9.453566 7.781220 0.159 -0.056 -0.117
Cl 8.883509 -2.123883 2.717718 0.030 0.071 -0.010
C -4.502965 4.154713 -5.604603 0.172 0.063 0.139
H -1.673850 7.686432 4.963767 -0.007 -0.037 -0.059
C -0.703311 -0.907488 -0.525152 -0.402 -0.084 -0.262
H -4.543868 5.056330 1.953199 0.245 -0.611 0.114
Cl -6.451920 10.313988 2.059852 0.082 0.003 0.026
C -8.469278 -1.286921 -1.574113 0.277 0.698 0.820
C -8.283810 -0.603510 0.899962 0.573 0.407 -0.367
Cl 1.621528 -8.363601 7.051016 -0.174 -0.452 -0.049
C -3.351534 -9.325255 11.081759 -0.079 -0.012 0.040
Cl 0.239462 5.831929 -4.101117 0.005 0.019 -0.044
C 1.323842 1.307155 2.797661 0.229 0.058 -0.174
Cl -3.536430 6.307159 4.631305 0.683 -0.438 0.162
C -1.369828 -2.135096 -0.049218 0.781 -0.120 0.516
C 1.621743 -3.753125 -3.169339 0.022 -0.143 -0.367
Cl -1.789337 7.485068 2.629355 -0.018 0.021 0.048
C -1.877964 3.429290 0.623313 -0.881 0.821 -0.828
H 3.181384 -2.424834 -7.033478 0.333 -0.262 0.088
H 4.332940 0.998451 -7.354999 0.515 0.260 0.123
Cl 4.322432 -4.982956 8.679740 -0.047 0.047 -0.060
Cl -3.965930 -10.257526 9.712076 0.096 0.048 0.027
C -4.219939 4.031770 1.666316 -0.633 1.114 -0.855
Cl -4.212650 -7.789972 11.225386 0.065 -0.028 -0.020
Cl -2.010993 0.755280 -5.796239 0.219 -0.128 -0.053
Cl 0.072634 -8.944883 9.434970 -0.004 0.042 0.004
Cl 10.443836 -9.362669 -3.101589 -0.052 0.042 -0.034
Cl 7.139676 0.142182 2.210165 0.069 0.011 0.008
C 3.027995 -4.891229 7.483119 -0.006 -0.071 0.087
Cl -0.129434 0.641773 -3.604497 -0.867 -0.492 -2.967
H -1.831239 -4.229293 0.745928 -0.227 0.825 -0.035
C 0.542063 1.445853 -1.452141 -1.132 -0.688 1.134
S 2.791536 0.019529 -2.362986 -0.378 0.086 -0.046
H -9.399602 -1.744606 -1.187678 0.287 0.185 -0.582
H -8.583533 -0.892022 -2.604615 -0.026 -0.471 0.561
H -4.970460 1.292009 1.951530 -0.442 0.153 0.542
Cl 3.749291 -10.144803 -5.577870 -0.075 0.000 -0.367
H -2.302827 -9.111179 10.906724 -0.116 -0.044 -0.017
H -2.747612 -0.180805 1.143132 -0.259 0.281 -0.525
H -2.779067 11.641681 6.469185 0.029 -0.053 -0.044
Cl -4.594545 4.408803 -3.858218 -0.028 -0.026 -0.036
H 1.935486 -4.980676 -4.970577 0.021 0.555 0.449
Cl 8.385067 2.171813 9.029071 -0.005 0.023 -0.082
C -1.393609 0.350627 -0.423192 -0.286 -0.006 -0.339
Cl 8.879968 0.141930 4.535594 0.077 0.006 -0.064
H 2.547512 -3.891681 -6.944905 0.313 -0.112 0.322
Cl -3.473229 -0.803942 -8.473527 -0.158 0.001 -0.118
H 0.051252 7.700548 -5.506961 -0.022 -0.031 0.067
Cl 3.505644 -8.690543 -8.082445 0.045 0.059 0.038
H 4.491981 2.032318 -5.898082 0.219 -0.573 -0.362
C -3.753088 -0.065291 -2.274481 -0.883 -0.443 -0.050
H -0.649080 3.671071 -1.142841 -0.494 -0.524 -0.015
Cl 2.105664 -7.758064 -5.712275 0.045 0.010 0.020
Cl -5.111516 7.915470 1.120650 0.001 0.041 0.042
Cl -1.784540 12.157757 4.410196 -0.041 -0.022 0.065
H -7.840392 1.649494 2.961103 0.438 0.154 -0.576
H 9.482561 0.097202 2.269862 -0.050 -0.030 0.046
C 6.561989 -5.465886 -5.390883 -0.080 0.233 0.147
Cl 11.099288 -6.668710 -3.973380 -0.061 -0.028 -0.008
H -0.469009 -9.410289 7.199045 0.038 -0.010 0.075
C 2.552032 -1.541616 -3.234222 -0.724 -0.131 0.928
H -3.001918 0.710854 -2.520095 -0.272 -0.436 0.309
Cl 3.261504 1.668036 6.139032 0.062 0.064 0.217
Cl 6.059652 3.171050 7.604460 0.308 0.607 -0.017
C -7.181167 -0.124682 1.892250 -1.026 0.335 -0.252
Cl -3.484449 -10.255557 12.576688 0.045 0.029 -0.051
C 1.171402 0.193937 -1.576067 0.850 -1.195 0.969
Cl -3.859228 0.823980 -10.846190 -0.071 0.001 0.051
Cl 6.840456 -7.211797 -5.273244 0.156 0.016 -0.246
Cl -0.872990 10.274473 6.426224 -0.051 0.006 0.008
C -0.535297 7.311550 -4.682916 -0.145 -0.006 0.074
O -4.774620 0.963081 -4.193231 -0.281 -0.220 -0.040
Cl 3.662907 -0.765528 7.676836 -0.011 0.001 0.068
Cl 0.715317 -5.070643 -2.374696 0.448 0.772 -0.300
Cl 6.963484 8.147491 10.059615 -0.074 0.147 -0.063
Cl 5.089876 -8.566055 -3.041372 0.030 0.074 0.444
C 8.700802 -0.373168 2.854671 -0.107 -0.054 0.009
Cl -0.576463 8.533791 -3.407253 0.046 -0.018 -0.048
H -6.440091 3.900583 1.357699 0.645 -0.172 -0.272
C -1.693435 -3.193360 0.454241 0.564 0.244 -0.781
Cl 2.951860 0.622705 2.890742 -0.062 -0.071 -0.061
C 3.561098 -8.557755 -6.320967 -0.084 -0.138 -0.003
C 2.102769 -4.014434 -4.469725 0.311 1.162 0.551
H -3.732006 3.606393 2.566510 -0.191 -0.002 -0.612
C -7.209911 1.436304 2.071222 0.751 -0.692 -0.217
Cl 1.259304 2.875322 3.626817 -0.050 -0.097 -0.065
H 8.258196 3.984459 7.546906 -0.063 -0.037 0.030
H 0.333218 0.646141 -5.921453 -0.040 -0.060 0.036
Cl 3.384096 -10.797273 -2.277787 0.009 0.056 0.183
C -0.793818 1.547425 -0.848905 1.703 -0.335 -1.400
H -5.471249 2.836366 0.240404 -0.090 0.599 0.460
H -9.264630 -0.187632 1.220046 0.469 -0.599 0.002
Cl 1.035883 -11.117408 7.762613 -0.085 0.035 0.010
C 0.596737 -1.024476 -1.105342 -1.139 1.444 0.658
H -5.001390 3.221367 -5.839343 0.041 0.048 0.073
Cl 7.880996 -4.572488 -4.629547 -0.024 -0.090 -0.067
C 5.063560 -1.025495 -5.749924 0.182 1.670 -0.555
H 0.640875 0.628715 3.297686 0.051 0.072 0.006
H 6.759055 0.043017 -6.557655 -0.113 0.272 0.651
C 2.810677 -2.992863 -5.156924 -0.559 -0.615 0.243
H -4.869352 -0.085554 -0.353765 0.564 -0.119 -0.370
C -2.280245 11.061153 5.701719 0.120 0.003 -0.134
H -4.299197 9.551826 2.591835 -0.046 -0.056 -0.012
C -5.096734 0.410739 -2.898223 0.457 0.470 -0.087
C -5.260049 9.069832 2.449454 -0.182 -0.091 -0.110
C 5.665601 8.266945 8.862691 0.005 -0.116 0.032
H 2.937161 -3.861159 7.157212 0.029 -0.076 -0.015
C -3.231510 4.217252 0.455171 -0.296 -0.402 0.616
C -3.871649 -0.392261 -0.749725 -0.070 0.233 0.457
H -2.223292 2.976942 -1.565975 0.120 0.080 0.614
H 6.178477 0.710336 -4.922386 0.261 -0.477 -0.466
H -3.820824 -1.484780 -0.560308 0.068 0.666 -0.326
Cl 3.415717 -5.887061 6.072099 0.053 0.173 -0.021
H 5.584678 9.302923 8.555497 0.015 -0.067 0.034
H 1.059903 2.343475 -1.826977 -0.358 -0.523 0.274
Cl -3.418252 9.854380 5.091432 0.145 0.279 0.324
C 4.540763 -9.587084 -1.707673 0.000 -0.094 -0.088
H -1.985176 2.575646 1.314602 -0.001 0.504 -0.270
Cl 6.030130 7.298013 7.431467 -0.037 0.135 -0.026
H 4.419161 -7.952505 -6.053068 -0.080 -0.018 0.010
C 5.899243 0.294916 -5.907383 -0.995 -0.180 -0.436
Cl -0.296533 -1.578195 -5.508669 0.031 -0.003 0.028
C -5.531886 3.267669 1.267203 0.153 -1.278 0.989
C 7.614140 3.598833 8.328963 -0.001 -0.017 0.184
C -8.062293 -0.134873 -0.578903 -0.106 -0.613 -0.216
C -4.495529 0.403649 -9.253703 0.124 -0.098 0.012
H -1.155508 4.148312 1.067188 -0.167 -0.730 -0.272
C 1.803091 -2.513237 -2.510968 0.498 -0.760 -1.252
C -5.759301 2.021404 2.218211 -0.798 1.340 -0.253
H 3.119564 -0.259665 -5.844955 0.430 0.261 0.019
H -5.821842 -0.421422 -3.029078 0.342 0.429 0.345
H -3.218914 1.348654 0.370804 0.510 -0.392 -0.299
C 9.892130 -7.686549 -3.180526 0.084 -0.007 0.098
C -1.424308 2.949955 -0.797183 1.064 -0.303 0.214
Cl 5.915417 -10.365415 -0.919534 -0.047 0.064 -0.003
H -7.412371 -0.604214 2.869692 0.541 0.213 -0.536
H -3.056829 5.304071 0.289024 0.167 -0.693 0.142
Cl 0.819805 1.462129 1.103155 0.887 0.284 2.281
Cl 5.017259 -5.040145 -4.661357 0.292 -0.239 0.068
H 5.557596 -1.766212 -5.097539 -0.240 0.301 -0.374
Cl -2.824328 4.033317 -6.128184 -0.232 -0.342 -0.111
H -5.591059 1.082338 -4.698158 0.159 -0.137 0.256
Cl -4.638146 1.849512 -8.242651 -0.027 -0.058 -0.090
H 0.608930 -3.033440 -0.999206 0.207 0.150 0.272